No. 1
{
  "formula": "C20H66N8O13",
  "method": "ωB97M-V with the def2-TZVPD basis set",
  "relative_energy_kcal_mol": 13.75,
  "e_homo_ha": -0.2918,
  "gap_ev": 7.8,
  "elements": ["O", "O", "O", "O", "O", "O", "O", "O", "O", "O", "O", "O", "O", "N", "N", "N", "N", "N", "N", "N", "N", "C", "C", "C", "C", "C", "C", "C", "C", "C", "C", "C", "C", "C", "C", "C", "C", "C", "C", "C", "C", "H", "H", "H", "H", "H", "H", "H", "H", "H", "H", "H", "H", "H", "H", "H", "H", "H", "H", "H", "H", "H", "H", "H", "H", "H", "H", "H", "H", "H", "H", "H", "H", "H", "H", "H", "H", "H", "H", "H", "H", "H", "H", "H", "H", "H", "H", "H", "H", "H", "H", "H", "H", "H", "H", "H", "H", "H", "H", "H", "H", "H", "H", "H", "H", "H", "H"],
  "xyz": [[-4.502, -2.186, -3.558], [-1.353, 3.083, -2.132], [3.572, 0.924, -0.555], [-1.155, -4.739, -1.638], [-3.066, -3.857, 2.114], [-2.785, -0.225, -4.741], [-1.957, 0.578, 3.653], [-0.974, 4.055, 0.807], [2.446, 1.549, 2.146], [0.659, -0.299, 3.426], [-4.883, 1.006, 0.680], [2.594, -1.558, -0.838], [-0.229, -0.352, -1.218], [-3.057, 1.307, -0.864], [0.510, -0.901, 0.859], [-3.787, -2.556, -1.233], [-3.485, 2.852, 0.580], [-1.245, 0.503, 0.793], [-0.952, -2.934, 1.544], [-2.803, -0.996, -2.312], [-2.697, -1.686, 1.235], [0.695, 3.988, -3.156], [4.336, 3.008, 2.266], [-2.234, -2.842, 1.721], [3.628, -2.131, -0.078], [-0.304, -0.224, 0.109], [-3.829, 1.729, 0.131], [-2.142, 1.922, 3.417], [2.608, -1.306, 4.361], [-0.465, -1.308, -4.749], [1.147, -4.368, -2.444], [-0.252, 2.757, -3.034], [2.939, 1.482, -1.713], [0.305, 3.453, 0.459], [3.263, -3.462, 0.726], [1.154, -1.475, 4.078], [-0.879, 2.608, 3.921], [-3.673, -1.955, -2.410], [-1.752, -0.823, -5.512], [3.668, 1.759, 2.905], [-0.019, -3.880, -1.550], [1.272, 4.098, -2.230], [-0.450, -3.846, 1.781], [-1.946, -4.213, -1.308], [-0.862, 3.610, 3.626], [-0.276, -2.169, 1.199], [-4.455, -3.342, -0.980], [-0.184, -0.083, 3.861], [-2.176, -0.814, 1.131], [-2.166, -1.664, -6.078], [3.222, -1.527, 3.478], [5.164, 3.406, 2.817], [2.027, 2.129, -1.462], [2.801, -0.653, -1.071], [-3.093, 2.193, 3.874], [0.245, 2.535, -0.236], [-2.545, -0.552, -3.187], [-0.251, -2.888, -1.949], [0.448, -3.793, -0.618], [-2.079, -1.024, -1.601], [3.857, -1.319, 0.640], [-3.310, -2.179, -0.398], [2.562, 0.607, -2.349], [1.976, -3.752, -2.139], [-3.450, 0.070, -5.364], [0.302, -1.431, -5.445], [-0.807, 2.604, 4.991], [-0.585, -2.166, -4.133], [1.050, -2.376, 3.455], [4.437, -2.394, -0.724], [-3.251, 0.373, -1.339], [0.956, -4.233, -3.500], [0.261, 4.910, -3.409], [3.005, -4.211, -0.049], [3.524, 2.020, 3.951], [-2.255, 2.298, 2.418], [3.105, 1.060, 0.245], [1.925, 0.842, 2.463], [-0.576, 2.549, -4.048], [-1.393, -0.196, -6.371], [-1.217, 0.676, 1.764], [-3.552, -1.545, 1.699], [1.547, 4.002, -3.855], [0.633, -1.634, 5.001], [-2.463, 1.928, -1.416], [1.028, 4.097, -0.031], [0.703, -0.747, 1.884], [3.583, 3.748, 1.987], [0.236, 1.813, -2.685], [-2.726, 0.108, 3.504], [-2.031, 0.862, 0.169], [1.429, -5.411, -2.393], [2.369, -3.491, 1.337], [0.008, 2.273, 3.523], [-0.032, -0.528, -4.185], [4.846, 2.603, 1.449], [4.037, -3.843, 1.434], [3.555, 2.148, -2.312], [-4.087, 3.256, 1.342], [-0.862, 4.990, 1.048], [4.367, 0.907, 2.910], [2.867, -1.891, 5.202], [-2.464, 3.196, 0.491], [2.791, -0.257, 4.664], [1.228, -1.193, 0.254], [0.657, 2.945, 1.389], [-1.526, 4.012, -2.319]],
  "atomic_forces_ev_per_a": [[4.531, 0.910, 6.144], [1.206, 0.053, -1.151], [1.258, 0.206, -2.099], [-0.780, 1.251, 0.950], [3.933, 5.045, -1.456], [1.361, 0.646, -0.993], [2.657, -0.578, 0.095], [0.841, 0.141, -0.791], [2.020, 1.332, -0.476], [-0.195, -0.338, 0.863], [5.135, 3.065, -2.547], [-1.389, -1.901, -0.530], [-0.840, 1.030, 4.985], [-0.433, -2.570, -2.277], [2.387, -0.286, 1.862], [-1.651, -3.368, 2.039], [1.755, 6.186, 3.498], [0.512, 0.425, -2.823], [4.856, -3.104, 0.858], [2.409, 2.199, -0.859], [-2.005, 0.928, 0.560], [1.932, -1.508, 1.099], [-0.757, -1.286, 0.506], [-3.535, -5.490, 0.904], [-0.412, 0.153, 2.421], [-1.778, 1.805, -4.131], [-6.893, -6.227, 0.991], [0.395, 2.134, 0.904], [0.468, 1.530, -0.484], [-2.247, 1.230, -0.314], [-0.776, 0.055, -0.105], [0.792, 0.480, -0.388], [-2.310, -0.271, 0.071], [-0.133, -2.505, 0.578], [-0.296, 0.060, -1.306], [0.530, -0.461, -0.369], [-2.319, 0.393, 1.394], [-6.271, -2.456, -5.132], [1.271, -0.872, -1.420], [0.212, 1.362, -0.030], [0.170, -0.697, -3.002], [-0.501, 0.309, 0.221], [-1.527, 1.664, -0.471], [1.285, -0.988, -0.600], [-0.379, 1.870, -0.400], [-1.853, -1.376, 0.495], [1.089, 1.677, -1.156], [-0.187, 0.257, -0.541], [0.182, -0.791, 0.209], [-0.105, -0.323, 0.457], [0.016, -0.032, 0.336], [0.024, 0.450, 0.989], [1.163, -1.109, -0.047], [0.631, 0.235, 0.283], [0.212, 0.629, 0.571], [-0.887, 1.673, 0.765], [-0.182, 0.058, 0.238], [-0.131, 0.122, 0.436], [-0.035, 0.091, 2.068], [0.139, -0.288, -0.384], [0.873, -0.649, -0.079], [-0.411, -0.172, -0.738], [0.433, 1.378, 0.482], [0.564, 0.201, -0.207], [-0.414, -0.089, 0.187], [0.981, -0.880, -1.563], [0.082, -0.201, 0.651], [-0.268, -0.712, 0.381], [-0.515, 0.306, 0.003], [0.871, 0.053, -0.206], [-0.185, 1.475, 0.602], [-0.173, 0.391, -0.314], [-1.377, 1.164, -0.015], [0.577, 0.003, 0.446], [-0.824, -0.310, 0.201], [-0.018, -0.906, -1.009], [-1.152, 0.730, 1.381], [-0.811, -1.346, 1.133], [-0.728, -0.200, -0.076], [-0.277, 0.305, 0.966], [0.489, -0.131, 0.918], [-1.856, 0.639, -0.008], [-0.531, -1.078, -0.374], [-0.556, -0.058, 0.414], [-0.385, 0.191, 0.266], [-0.072, 0.502, 0.438], [-0.739, 0.395, -1.355], [0.269, -0.052, 0.088], [-0.382, 0.973, 0.084], [-2.553, -1.650, -0.488], [1.076, -0.104, 0.597], [-0.130, -0.375, 0.689], [-0.481, 0.880, 0.168], [1.882, -1.559, -1.070], [0.032, 1.125, 1.246], [0.426, -0.147, -2.109], [-0.054, 0.511, -1.036], [0.611, -0.330, 0.204], [1.123, -0.727, -1.231], [0.140, -0.572, -0.204], [-0.422, 0.044, -0.391], [0.623, -0.938, 0.657], [-2.260, -0.233, 0.047], [-0.003, -0.433, -0.166], [1.915, -1.154, -0.710], [0.419, 0.939, -0.624], [-0.373, -0.026, 0.221]]
}

=====

No. 2
{
  "formula": "C5H9NO",
  "method": "ωB97M-V with the def2-TZVPD basis set",
  "relative_energy_kcal_mol": 115.77,
  "e_homo_ha": [-0.2786, -0.3102],
  "gap_ev": [6.6, 7.6],
  "elements": ["O", "N", "C", "C", "C", "C", "C", "H", "H", "H", "H", "H", "H", "H", "H", "H"],
  "xyz": [[0.913, -1.946, -1.230], [-1.674, -0.030, 0.520], [0.103, 1.841, -0.768], [0.311, -0.909, -1.164], [0.157, -1.284, 1.560], [0.573, 0.606, -0.076], [-0.386, -0.391, 0.472], [0.276, -0.709, 2.478], [-0.196, -0.485, -2.049], [0.928, 2.311, -1.307], [-0.514, -2.128, 1.693], [1.515, 0.675, 0.467], [-2.148, -0.062, -0.384], [-0.294, 2.556, -0.043], [1.142, -1.677, 1.300], [-0.707, 1.633, -1.468]],
  "atomic_forces_ev_per_a": [[-0.444, 0.492, 0.806], [-0.396, -3.012, -0.770], [0.064, -0.260, -0.258], [1.940, 1.146, -1.365], [0.268, -0.288, -0.326], [-0.295, -2.597, -0.731], [-0.236, 3.743, 2.364], [-0.245, -0.006, 0.043], [-0.672, -0.035, 0.434], [-0.117, 0.018, 0.009], [-0.060, 0.066, 0.235], [0.103, -0.589, -0.498], [0.108, 1.304, 0.028], [-0.051, -0.086, 0.122], [-0.023, 0.069, -0.075], [0.055, 0.034, -0.017]]
}

=====

No. 3
{
  "formula": "C3H7FN4",
  "method": "ωB97M-V with the def2-TZVPD basis set",
  "relative_energy_kcal_mol": 57.20,
  "smiles": "[H]/N=C(/N)C(F)=C(N)N",
  "e_homo_ha": -0.3041,
  "gap_ev": 8.9,
  "elements": ["F", "N", "N", "N", "N", "C", "C", "C", "H", "H", "H", "H", "H", "H", "H"],
  "xyz": [[0.128, -2.044, -0.405], [1.830, 1.322, -0.359], [2.134, -0.854, 0.413], [-1.105, 1.427, -0.037], [-2.323, -0.643, 0.160], [-1.138, 0.070, -0.012], [0.050, -0.612, -0.331], [1.376, 0.046, -0.165], [-3.203, -0.143, -0.120], [1.557, -1.756, 0.740], [-2.183, -1.535, -0.457], [-1.408, 1.963, 0.882], [3.149, -0.716, 0.611], [1.159, 1.717, -0.911], [-0.023, 1.758, -0.009]],
  "atomic_forces_ev_per_a": [[-1.031, 1.900, 0.039], [0.253, -4.648, 1.960], [1.227, -3.803, 2.151], [2.208, 4.010, 2.930], [-0.266, -1.377, -2.019], [1.731, -2.731, -1.134], [-1.372, 1.526, 0.102], [0.272, 2.308, -0.161], [1.469, -0.555, 0.327], [2.741, 2.704, -0.895], [-0.839, 1.993, 1.842], [-0.074, -1.896, -2.263], [-1.603, -0.133, -0.235], [-1.661, 1.793, -2.475], [-3.055, -1.092, -0.169]]
}

=====

No. 4
{
  "formula": "C3H7NOS",
  "method": "ωB97M-V with the def2-TZVPD basis set",
  "relative_energy_kcal_mol": 102.96,
  "smiles": "O=CNCCS",
  "e_homo_ha": -0.3305,
  "gap_ev": 8.1,
  "elements": ["S", "O", "N", "C", "C", "C", "H", "H", "H", "H", "H", "H", "H"],
  "xyz": [[1.205, 0.971, -1.021], [0.220, -2.448, 1.014], [-1.076, -0.459, 0.930], [-0.521, 1.590, -0.368], [0.168, -1.198, 1.001], [-1.388, 0.251, -0.259], [0.971, -0.582, 1.421], [-1.734, -1.127, 1.360], [-2.515, 0.457, -0.302], [-0.289, 1.962, 0.724], [-1.282, -0.398, -1.164], [2.596, 0.890, -1.355], [-0.813, 2.211, -1.204]],
  "atomic_forces_ev_per_a": [[0.442, -3.193, -1.700], [-0.341, 3.829, -0.349], [1.186, -1.920, 1.516], [0.615, -0.643, 2.396], [-0.460, -2.775, 1.610], [-0.786, 0.797, -1.619], [0.401, -0.171, -0.793], [-0.282, 0.694, -1.135], [1.573, 0.439, 0.420], [-1.001, -0.097, -2.525], [0.440, 0.681, 0.359], [-1.508, 1.810, 1.241], [-0.279, 0.550, 0.579]]
}